Here is a structure of composition C2H4BrO2S from OMol25. Energies are from wB97M-V/def2-TZVPD.

Electronic energy in Eh: -3201.1906
LUMO level (spin up / spin down) in eV: 3.2 / 3.3
Largest force on an atom in eV/Å: 0.8
HOMO-LUMO gap (spin up / spin down) in Ha: 0.256 / 0.248
E_HOMO (spin up / spin down) in eV: -3.78 / -3.47
Total charge: -1
Multiplicity: 1

Structure (XYZ):
```
10
Properties=species:S:1:pos:R:3:nbo_charge:R:1
C -2.215 -0.544 0.484 -0.513
C 0.945 -0.364 -0.443 -0.693
O 0.815 2.219 -0.730 -1.007
O 2.106 1.373 1.216 -0.997
S 1.774 1.224 -0.211 1.610
Br 2.194 -1.760 -0.113 -0.063
H -1.672 0.119 1.120 0.183
H -2.185 -1.595 0.691 0.152
H -2.408 -0.237 -0.522 0.159
H 0.647 -0.436 -1.492 0.170
```

---

Here is the molecule C2H4BrO3P from OMol25. Energies are from wB97M-V/def2-TZVPD.

Electronic energy in Eh: -3219.6075
LUMO level (spin up / spin down) in eV: -2.8 / -2.8
Largest force on an atom in eV/Å: 4.7
HOMO-LUMO gap (spin up / spin down) in Ha: 0.247 / 0.248
E_HOMO (spin up / spin down) in eV: -9.54 / -9.54
Multiplicity: 1

Structure (XYZ):
```
11
Properties=species:S:1:pos:R:3:nbo_charge:R:1
C -0.994 0.485 0.735 -0.065
C -0.799 -0.211 -0.699 -0.070
O 2.636 -1.785 -0.124 -0.982
O -0.366 -0.118 1.667 -0.573
O 0.412 -0.781 -0.892 -0.725
P 1.773 -0.660 0.072 1.872
Br 2.773 1.312 -0.145 -0.151
H -0.855 1.533 0.722 0.129
H -2.143 0.517 0.735 0.170
H -1.434 -1.041 -0.715 0.198
H -1.003 0.749 -1.356 0.197
```

---

Here is a cluster of 2 separate species, C2H4BrOP in total from OMol25. Energies are from wB97M-V/def2-TZVPD.

Electronic energy in Eh: -3069.1150
LUMO level (spin up / spin down) in eV: -0.6 / -0.1
Largest force on an atom in eV/Å: 3.2
HOMO-LUMO gap (spin up / spin down) in Ha: 0.284 / 0.285
E_HOMO (spin up / spin down) in eV: -8.32 / -7.82
Multiplicity: 1

Structure (XYZ):
```
9
Properties=species:S:1:pos:R:3:nbo_charge:R:1
C 0.334 -2.248 0.062 0.347
C -0.790 1.337 -0.156 -0.995
O 1.422 -2.506 0.436 -0.459
P 0.664 0.565 -0.980 0.486
Br 2.203 1.081 0.475 -0.225
H -0.586 -2.867 0.163 0.139
H -0.862 1.049 0.832 0.227
H -1.848 1.190 -0.692 0.244
H -0.537 2.400 -0.140 0.236
```

---

Here is a cluster of 2 separate species, C2H4BrP in total from OMol25. Energies are from wB97M-V/def2-TZVPD.

Electronic energy in Eh: -2993.8608
LUMO level (spin up / spin down) in eV: -1.5 / -3.2
Largest force on an atom in eV/Å: 0.7
HOMO-LUMO gap (spin up / spin down) in Ha: 0.315 / 0.200
E_HOMO (spin up / spin down) in eV: -10.07 / -8.63
Multiplicity: 1

Structure (XYZ):
```
8
Properties=species:S:1:pos:R:3:nbo_charge:R:1
C -0.443 -1.218 -0.151 -0.660
C -0.205 0.234 0.087 -0.658
P -1.841 -2.071 0.064 0.590
Br -4.730 0.326 -0.008 -0.202
H 0.434 -1.770 -0.477 0.236
H -1.140 0.775 0.201 0.232
H 0.370 0.664 -0.731 0.228
H 0.382 0.352 1.001 0.234
```

---

Here is a structure of composition C2H4CaO from OMol25. Energies are from wB97M-V/def2-TZVPD.

Electronic energy in Eh: -830.7121
LUMO level in eV: -10.6
Largest force on an atom in eV/Å: 4.7
HOMO-LUMO gap in Ha: 0.267
E_HOMO in eV: -17.82
Total charge: +2
Multiplicity: 1

Structure (XYZ):
```
8
Properties=species:S:1:pos:R:3:nbo_charge:R:1
O -1.421 0.475 0.445 -0.795
Ca -3.005 1.565 1.329 1.951
C -0.287 0.124 0.374 0.763
C 0.806 -0.596 0.477 -0.580
H 0.719 -1.683 0.419 0.339
H 1.724 -0.082 0.771 0.323
H 0.399 0.327 -1.952 -0.040
H 1.065 -0.130 -1.863 0.039
```

---

Here is a cluster of 2 separate species, C2H4Cl2N2 in total from OMol25. Energies are from wB97M-V/def2-TZVPD.

Electronic energy in Eh: -1108.3903
LUMO level in eV: -0.2
Largest force on an atom in eV/Å: 3.8
HOMO-LUMO gap in Ha: 0.327
E_HOMO in eV: -9.12
Multiplicity: 1

Structure (XYZ):
```
10
Properties=species:S:1:pos:R:3:nbo_charge:R:1
C 0.578 0.735 0.145 0.248
C -0.700 0.004 0.057 0.019
N 1.718 0.216 0.150 -0.629
N -0.538 -1.381 0.281 -0.849
Cl 0.158 2.496 0.065 -0.069
Cl -2.114 0.758 0.815 0.043
H -0.594 0.268 -1.676 0.065
H 2.391 0.856 -0.042 0.362
H 0.356 -1.898 0.075 0.417
H -1.255 -2.054 0.128 0.393
```

---

Here is a cluster of 2 separate species, C2H4Cl2N2 in total from OMol25. Energies are from wB97M-V/def2-TZVPD.

Electronic energy in Eh: -1108.4021
LUMO level (spin up / spin down) in eV: -0.4 / -0.4
Largest force on an atom in eV/Å: 3.8
HOMO-LUMO gap (spin up / spin down) in Ha: 0.307 / 0.307
E_HOMO (spin up / spin down) in eV: -8.74 / -8.74
Multiplicity: 1

Structure (XYZ):
```
10
Properties=species:S:1:pos:R:3:nbo_charge:R:1
C -1.260 0.860 0.025 0.208
C -0.973 -0.572 -0.124 0.053
N -0.339 1.660 0.290 -0.632
N 0.145 -1.016 0.531 -0.814
Cl -2.944 1.306 -0.192 -0.015
Cl -2.283 -1.686 -0.115 0.050
H -0.508 -0.393 -1.908 -0.030
H -0.589 2.638 0.348 0.374
H 0.886 -0.328 0.540 0.412
H 0.436 -1.960 0.324 0.395
```

---

Here is the molecule C2H4Cl2N2O from OMol25. Energies are from wB97M-V/def2-TZVPD.

Electronic energy in Eh: -1183.6713
LUMO level in eV: 0.4
Largest force on an atom in eV/Å: 1.5
SMILES: [H]/N=C(/NO)C(Cl)Cl
HOMO-LUMO gap in Ha: 0.397
E_HOMO in eV: -10.43
Multiplicity: 1

Structure (XYZ):
```
11
Properties=species:S:1:pos:R:3:nbo_charge:R:1
H 1.317 -1.470 -1.279 0.348
N 1.568 -0.791 -0.554 -0.635
C 0.583 -0.037 -0.262 0.366
N 0.759 1.114 0.519 -0.304
O -0.270 1.243 1.460 -0.555
C -0.850 -0.317 -0.706 -0.263
Cl -1.839 1.094 -1.131 0.024
Cl -1.781 -1.256 0.560 -0.039
H 1.644 0.967 0.971 0.364
H -0.348 0.425 2.005 0.460
H -0.782 -0.973 -1.584 0.235
```

---

Here is a cluster of 2 separate species, C2H4Cl2OS in total from OMol25. Energies are from wB97M-V/def2-TZVPD.

Electronic energy in Eh: -1472.3447
LUMO level (spin up / spin down) in eV: -0.3 / -0.3
Largest force on an atom in eV/Å: 2.9
HOMO-LUMO gap (spin up / spin down) in Ha: 0.321 / 0.321
E_HOMO (spin up / spin down) in eV: -9.07 / -9.07
Multiplicity: 1

Structure (XYZ):
```
10
Properties=species:S:1:pos:R:3:nbo_charge:R:1
C 1.735 0.137 -0.200 -0.714
C 0.744 -0.747 0.380 -0.323
O -1.091 0.959 0.363 -0.928
S -0.820 -0.414 0.762 1.155
Cl 1.182 -2.396 0.690 0.033
Cl -3.929 1.026 0.189 -0.284
H 2.592 -0.403 -0.707 0.246
H 1.210 0.666 -0.917 0.260
H 2.066 1.058 0.292 0.267
H -3.689 0.113 -0.851 0.287
```

---

Here is a cluster of 2 separate species, C2H4Cl3N in total from OMol25. Energies are from wB97M-V/def2-TZVPD.

⟨S²⟩: 2.0097
Electronic energy in Eh: -1513.7329
LUMO level (spin up / spin down) in eV: 0.8 / -2.0
Largest force on an atom in eV/Å: 5.2
HOMO-LUMO gap (spin up / spin down) in Ha: 0.304 / 0.313
E_HOMO (spin up / spin down) in eV: -7.46 / -10.50
Multiplicity: 3

Structure (XYZ):
```
10
Properties=species:S:1:pos:R:3:nbo_charge:R:1
C 1.227 0.092 0.362 -0.531
C -1.360 -0.561 -0.402 -0.316
N 0.067 0.728 0.807 -0.269
Cl -1.456 -2.150 0.238 0.024
Cl -2.738 0.412 -0.285 0.063
Cl -0.071 2.227 0.023 0.142
H 1.424 -0.032 -0.813 0.215
H 2.201 0.739 0.758 0.233
H 1.422 -0.952 0.624 0.235
H -0.716 -0.504 -1.313 0.204
```

---

What is the formula in the eighth record?
C2H4Cl2N2O

---

The highest electronic energy belongs to which entry?
C2H4CaO

---

Which formula does entry 8 have?
C2H4Cl2N2O

---

Look up the electronic energy of the seventh one.
-1108.4021 Eh